# 1
Below is an isolated ion of composition C3H2NO3 and charge -1, with properties calculated with ωB97M-V/def2-TZVPD.

```
9
Properties=species:S:1:pos:R:3:forces:R:3:nbo_charge:R:1
C 0.260332 1.021054 0.554621 5.082 1.258 -6.552 0.2681
C -0.273311 3.287918 0.113835 -0.293 -0.665 1.121 0.9744
C -0.529288 0.290894 1.230933 -2.116 -5.504 5.790 -0.1523
N 0.723647 -0.436600 0.800399 -2.169 4.363 2.009 -0.6407
O -1.014242 3.018695 -0.759502 -1.632 -0.436 -2.900 -0.6926
O 0.838138 2.093821 0.196420 1.472 1.268 0.994 -0.5724
O -0.205314 4.055987 1.014155 1.172 1.400 1.489 -0.6880
H -1.556387 0.062307 1.352444 -0.994 -0.590 -0.594 0.1512
H 0.710592 -1.023696 0.016463 -0.522 -1.095 -1.357 0.3522
```
Forces are in eV/Å.

Calculated values
- ⟨S²⟩: 2.0045
- Multiplicity: 3
- LUMO (alpha / beta): 4.383 / 3.317 eV
- E_HOMO (alpha / beta): 0.0214 / -5.3625 eV
- DFT total energy: -10770.64595 eV
- Total charge: -1

=====

# 2
Below is an isolated ion of composition C3H2NO3P and charge -2, with properties calculated with ωB97M-V/def2-TZVPD.

```
10
Properties=species:S:1:pos:R:3:forces:R:3:nbo_charge:R:1
C 0.980827 0.153514 -1.024162 -1.906 -1.561 -1.393 -0.3762
C 0.253586 0.448718 0.013061 -2.889 -2.137 0.766 -0.4827
C 0.550673 1.502525 0.847158 1.924 2.674 1.558 0.3506
N 0.965091 2.429448 1.438277 -1.003 -1.328 -0.619 -0.5072
P -1.127963 -0.959067 0.338427 0.630 -0.169 3.230 2.3839
O -0.214382 -2.064113 0.872784 0.091 0.378 0.041 -1.2570
O -2.040033 -0.335459 1.400718 0.222 0.013 -0.835 -1.2486
O -1.679016 -1.291777 -0.995005 -0.786 0.322 -1.962 -1.2421
H 0.510101 -0.612400 -1.691629 1.088 0.506 0.407 0.2363
H 1.801116 0.728609 -1.199631 2.629 1.301 -1.193 0.1430
```
Forces are in eV/Å.

Calculated values
- Multiplicity: 1
- LUMO: 6.914 eV
- E_HOMO: 0.5348 eV
- DFT total energy: -20065.07464 eV
- SMILES: C=C(C#N)P(=O)([O-])[O-]
- Total charge: -2

=====

# 3
Below is an isolated ion of composition C3H2NO4P and charge -2, with properties calculated with ωB97M-V/def2-TZVPD.

```
11
Properties=species:S:1:pos:R:3:forces:R:3:nbo_charge:R:1
O 4.522589 0.895685 0.420041 0.091 0.401 0.082 -1.2363
P 3.472942 -0.104470 0.023235 -0.247 0.452 -0.111 2.3988
O 3.076883 -1.108084 1.082775 -0.350 -0.064 0.150 -1.2438
O 3.556226 -0.643202 -1.384760 -0.234 -0.037 -0.331 -1.2464
C 1.662254 0.941128 -0.061791 1.274 -1.225 0.319 -0.1455
C 0.523344 0.072255 -0.089704 -0.927 0.232 -0.026 -0.3545
C -0.542247 0.878904 0.095600 0.254 -0.011 -0.092 0.0560
O -0.163049 2.166303 0.225471 -0.237 -0.349 -0.086 -0.4052
N 1.289655 2.157228 0.120382 0.352 0.821 0.071 -0.2135
H 0.554936 -0.990679 -0.214587 0.054 -0.202 0.034 0.2327
H -1.604558 0.695240 0.167215 -0.030 -0.017 -0.010 0.1577
```
Forces are in eV/Å.

Calculated values
- Multiplicity: 1
- LUMO: 6.194 eV
- E_HOMO: 0.4099 eV
- DFT total energy: -22112.03864 eV
- SMILES: O=P([O-])([O-])c1ccon1
- Total charge: -2

=====

# 4
Below is a 2-piece molecular cluster, C3H2NO6S overall, with properties calculated with ωB97M-V/def2-TZVPD.

```
13
Properties=species:S:1:pos:R:3:forces:R:3:nbo_charge:R:1
C -3.073127 -0.376307 -0.845307 0.469 0.884 -0.936 0.9815
C 0.205116 -0.238580 0.173771 1.679 -1.243 -1.074 -0.0249
C 1.098211 -2.735332 -1.034779 0.390 0.724 -0.054 1.0546
N -0.049918 -1.447725 0.368234 -0.777 -0.709 0.499 -0.6904
O -2.304973 0.561020 -0.729166 -0.034 0.359 0.190 -0.7396
O 2.037926 -2.077249 -1.183835 1.278 0.700 -0.081 -0.5826
O -4.021946 -0.659323 -1.536992 -0.160 -0.389 0.448 -0.6868
O 0.262965 -3.510947 -1.084147 -1.532 -2.289 -0.386 -0.5359
O -1.603464 -0.735626 2.222943 -0.667 2.392 1.968 -0.9819
O -2.652493 -1.561642 0.054716 -0.497 -0.675 0.459 -0.8416
S -1.655628 -1.749069 1.234553 1.440 -2.286 -2.197 1.6652
H -0.487543 0.467300 0.470404 -0.901 2.081 0.557 0.2089
H 1.139451 -0.064104 -0.411887 -0.688 0.450 0.609 0.1735
```
Forces are in eV/Å.

Calculated values
- Multiplicity: 1
- LUMO: 3.304 eV
- E_HOMO: -5.3229 eV
- DFT total energy: -27755.11370 eV
- Total charge: -1

=====

# 5
Below is a 2-piece molecular cluster, C3H2NO6S overall, with properties calculated with ωB97M-V/def2-TZVPD.

```
13
Properties=species:S:1:pos:R:3:forces:R:3:nbo_charge:R:1
C -1.095489 -0.861693 1.365917 -0.845 1.785 -0.812 0.6768
C 0.400151 -0.745770 -0.888771 2.902 -2.598 -1.034 -0.8444
C -0.239054 -0.232370 0.321630 1.518 2.875 -0.238 -0.1090
N 1.322389 1.143215 0.984838 -3.520 -1.869 -1.218 0.5376
O -0.503106 -1.426112 2.254621 0.308 -1.351 1.466 -0.6831
O 2.232104 0.851553 0.288855 2.128 0.681 0.142 -0.3807
O -2.261045 -0.550946 1.058265 -0.725 -0.969 0.898 -0.6839
O 1.123677 2.090148 1.687945 0.467 -0.096 0.177 -0.3635
O -0.257561 1.704352 -1.815946 0.461 0.276 1.081 -0.9254
O -1.951504 0.011751 -1.898753 -1.131 -0.662 0.300 -0.9089
S -0.781127 0.485964 -1.234861 1.183 -0.099 -1.321 2.1175
H 1.529682 -0.626801 -0.994158 -1.297 1.301 0.279 0.3074
H 0.480883 -1.843292 -1.129583 -1.451 0.728 0.278 0.2597
```
Forces are in eV/Å.

Calculated values
- Multiplicity: 1
- LUMO (alpha / beta): 2.372 / 2.372 eV
- E_HOMO (alpha / beta): -5.3711 / -5.3738 eV
- DFT total energy: -27748.23329 eV
- Total charge: -1

=====

# 6
Below is C3H2O as an isolated structure, with properties calculated with ωB97M-V/def2-TZVPD.

```
6
Properties=species:S:1:pos:R:3:forces:R:3:nbo_charge:R:1
O 1.904575 -0.674696 0.627359 -0.726 2.506 -0.504 -0.3926
C 0.810093 -0.469008 0.294302 2.869 -5.278 1.418 0.7176
C -0.403810 -0.982154 0.020360 -1.184 -2.207 0.045 -0.3956
C -0.834070 0.216526 -0.268869 2.921 5.609 0.034 -0.2007
H 0.188351 1.092587 -0.128094 -2.728 -0.400 -0.668 0.0593
H -1.665138 0.816746 -0.545059 -1.152 -0.230 -0.325 0.2120
```
Forces are in eV/Å.

Calculated values
- Multiplicity: 1
- LUMO: -0.046 eV
- E_HOMO: -9.2898 eV
- DFT total energy: -5185.30348 eV

=====

# 7
Below is C3H2O2 in the gas phase, with properties calculated with ωB97M-V/def2-TZVPD.

```
7
Properties=species:S:1:pos:R:3:forces:R:3:nbo_charge:R:1
C -0.282407 -0.374408 -0.133698 -1.094 -1.851 -0.297 -0.3297
C 0.603195 -1.240816 -0.042080 -1.948 2.609 0.064 0.2692
O 1.869783 -1.383319 0.241071 0.952 -0.545 -0.129 -0.5166
C 2.202421 -0.004609 0.424202 -0.284 1.199 1.141 0.6542
O 2.512142 0.705318 -0.464266 0.525 -0.483 0.506 -0.4814
H -1.287987 0.051470 -0.302750 1.314 -0.440 0.193 0.2538
H 1.970215 0.298820 1.514408 0.536 -0.489 -1.476 0.1505
```
Forces are in eV/Å.

Calculated values
- Multiplicity: 1
- LUMO: 0.358 eV
- E_HOMO: -10.0216 eV
- DFT total energy: -7234.30826 eV
- SMILES: C#COC=O

=====

# 8
Below is C3H2O2 as an isolated structure, with properties calculated with ωB97M-V/def2-TZVPD.

```
7
Properties=species:S:1:pos:R:3:forces:R:3:nbo_charge:R:1
C 0.354695 -0.393725 0.513180 1.656 -1.509 3.088 -0.5778
C 0.346769 -0.335250 -0.849880 -1.087 0.972 2.148 0.3391
C -0.669776 0.584449 0.588598 -0.809 1.125 -0.155 0.8155
O -1.400833 1.376420 1.027582 0.717 -0.938 0.285 -0.4455
O -0.586121 0.505458 -1.142109 -0.185 0.087 -1.057 -0.5701
H 0.981500 -0.931954 1.367060 -1.648 1.384 -2.208 0.2572
H 0.973766 -0.805399 -1.504432 1.356 -1.123 -2.101 0.1817
```
Forces are in eV/Å.

Calculated values
- Multiplicity: 1
- LUMO: 0.302 eV
- E_HOMO: -9.5375 eV
- DFT total energy: -7235.92374 eV

=====

# 9
Below is C3H2O2S in the gas phase, with properties calculated with ωB97M-V/def2-TZVPD.

```
8
Properties=species:S:1:pos:R:3:forces:R:3:nbo_charge:R:1
C 1.538837 -1.430542 -0.046056 -0.596 1.244 0.051 -0.1017
C 0.683126 -0.588172 0.018618 1.226 -0.252 -0.578 -0.1275
C -0.281594 0.438040 -0.097267 -3.242 -0.374 0.607 0.5771
O -0.052748 1.668629 0.382726 -0.699 -0.478 -0.162 -0.6280
O -1.339887 0.288030 -0.951206 1.296 0.280 0.050 -0.5842
S -2.032104 -0.511293 0.450205 0.623 0.580 0.122 0.1149
H 2.429785 -1.963546 -0.176014 0.447 -0.758 0.051 0.2364
H -0.945417 2.098852 0.418995 0.946 -0.242 -0.142 0.5130
```
Forces are in eV/Å.

Calculated values
- Multiplicity: 1
- LUMO: -0.389 eV
- E_HOMO: -8.7945 eV
- DFT total energy: -18069.22998 eV
- SMILES: C#C[C@@]1(O)OS1

=====

# 10
Below is C3H2O2Zn as an isolated structure, with properties calculated with ωB97M-V/def2-TZVPD.

```
8
Properties=species:S:1:pos:R:3:forces:R:3:nbo_charge:R:1
O 0.403689 -1.434300 0.218560 -0.465 -0.533 -0.391 -0.7500
C -0.565518 -0.627773 0.547559 -2.937 -2.135 -0.657 0.5918
C 0.750508 1.181844 -0.079541 -1.987 1.256 -1.641 -0.2482
O -1.635325 -0.852985 1.084590 2.126 0.853 0.169 -0.4337
C -0.372312 0.488424 -0.425822 2.628 1.657 2.373 0.1992
Zn -0.815082 -2.066282 -1.354715 0.432 -0.317 0.023 1.0467
H 1.474318 1.523051 -0.825449 0.688 -0.931 0.250 0.2930
H 0.759722 1.788020 0.834818 -0.484 0.150 -0.126 0.3013
```
Forces are in eV/Å.

Calculated values
- ⟨S²⟩: 0.7571
- Multiplicity: 2
- LUMO (alpha / beta): -8.486 / -8.377 eV
- E_HOMO (alpha / beta): -14.1033 / -15.9927 eV
- DFT total energy: -55641.76909 eV
- Total charge: +1

=====

# 11
Below is C3H2O3 in the gas phase, with properties calculated with ωB97M-V/def2-TZVPD.

```
8
Properties=species:S:1:pos:R:3:forces:R:3:nbo_charge:R:1
O 2.161889 -0.130432 1.226713 -2.333 0.349 -0.672 -0.4094
C 1.136730 0.025759 0.683823 2.991 -0.253 0.012 0.7839
C 0.200020 0.222370 -0.288583 -1.259 -0.363 0.157 -0.1186
O 0.445076 0.209318 -1.635374 0.136 0.297 -0.343 -0.6647
C -1.023650 0.136765 0.437989 1.671 -1.164 1.983 0.3443
O -0.780107 0.001884 1.680522 -1.266 0.560 -1.620 -0.5833
H -0.142035 -0.416997 -2.085764 0.294 0.058 0.331 0.4862
H -1.997924 -0.048667 -0.019325 -0.234 0.515 0.153 0.1616
```
Forces are in eV/Å.

Calculated values
- Multiplicity: 1
- LUMO: 0.120 eV
- E_HOMO: -9.0287 eV
- DFT total energy: -9283.27920 eV
- SMILES: O=C=C(O)C=O

=====

# 12
Below is C3H2O3 as an isolated structure, with properties calculated with ωB97M-V/def2-TZVPD.

```
8
Properties=species:S:1:pos:R:3:forces:R:3:nbo_charge:R:1
O -2.244668 0.082073 0.762963 1.222 -0.001 -0.082 -0.4167
C -1.093470 0.072437 0.731037 -1.422 -0.045 0.203 0.4622
C 0.051199 0.489858 -0.878774 0.067 0.457 -0.708 0.4748
O -0.379256 1.270868 -1.654172 0.269 -0.570 0.630 -0.4395
C 1.071820 -0.311552 -0.338730 -0.240 0.008 -0.053 0.0655
O 1.289099 -0.233134 0.926438 -0.163 0.020 0.039 -0.6194
H 0.068495 -0.112238 1.327098 0.285 0.013 -0.058 0.2879
H 1.236780 -1.258313 -0.875856 -0.017 0.119 0.030 0.1851
```
Forces are in eV/Å.

Calculated values
- Multiplicity: 1
- LUMO (alpha / beta): -0.729 / -0.730 eV
- E_HOMO (alpha / beta): -8.8033 / -8.8024 eV
- DFT total energy: -9282.04506 eV

=====

Relative energy (zero: lowest compared OMol25 entry of this formula, charge and spin) / eV: 2.209; 0.000; 1.882; 0.000; 6.880; 2.888; 2.594; 0.979; 3.647; 2.842; 2.247; 3.481